Entry from the Open Molecules 2025 dataset: a molecular structure, C47H41F5N4O2PPbS (ωB97M-V/def2-TZVPD).

net charge: +1
highest occupied orbital energy: -9.67 eV
E_tot: -98412.575 eV
lowest unoccupied orbital energy: -0.1094 Eh
ΔE to the lowest compared entry with this formula, charge and spin: 26.46 kcal per mole

Last column: Mulliken charge in e.
Cartesian coordinates (Å):
Pb 0.716 -0.697 0.740  1.370
C 4.788 0.843 -1.633  -0.824
C 5.519 1.536 -0.679  -0.960
C 5.074 1.548 0.631  -0.918
C 3.913 0.844 0.961  0.762
N 3.202 0.222 0.026  0.790
C 3.618 0.221 -1.225  -0.625
C 3.393 0.770 2.334  0.571
C 4.196 1.113 3.421  -1.219
C 3.683 1.070 4.704  -0.662
C 2.369 0.663 4.864  -0.997
C 1.647 0.299 3.740  -0.293
N 2.133 0.357 2.509  0.600
H 5.104 0.795 -2.663  0.532
H 6.420 2.069 -0.950  0.410
H 5.611 2.112 1.376  0.402
H 2.981 -0.293 -1.933  0.540
H 5.224 1.389 3.267  0.450
H 4.299 1.341 5.548  0.448
H 1.910 0.604 5.836  0.510
H 0.639 -0.079 3.825  0.345
C -4.942 -0.426 2.217  -1.400
C -4.350 0.197 0.953  0.739
C -5.413 0.278 -0.141  -1.609
C -3.076 -0.570 0.554  0.888
C -3.315 -2.026 0.074  -0.451
O -2.688 -2.078 -1.208  -0.436
C -2.144 -0.888 -1.427  0.031
N -2.307 0.024 -0.541  0.741
C -1.306 -0.723 -2.606  0.136
C -0.983 -1.820 -3.403  -0.291
C -0.079 -1.694 -4.443  -0.787
C 0.548 -0.479 -4.680  -0.841
C 0.203 0.627 -3.926  -1.077
C -0.732 0.513 -2.900  0.777
P -1.148 2.084 -2.109  1.001
C -1.439 3.168 -3.534  0.466
C -0.429 3.938 -4.107  0.038
C -0.659 4.593 -5.305  -0.835
C -1.898 4.496 -5.920  -0.543
C -2.915 3.761 -5.331  -0.738
C -2.690 3.088 -4.143  -0.711
C 0.155 2.663 -1.026  1.163
C 1.502 2.865 -1.266  0.055
C 2.299 3.358 -0.246  -1.390
C 1.755 3.612 1.005  -0.850
C 0.406 3.409 1.259  -0.933
C -0.403 2.939 0.235  -0.192
H -5.786 0.165 2.561  0.508
H -4.200 -0.456 3.011  0.167
H -5.300 -1.434 2.025  0.348
H -4.038 1.220 1.188  0.068
H -5.653 -0.694 -0.560  0.309
H -5.090 0.936 -0.941  0.160
H -6.319 0.694 0.291  0.514
H -2.413 -0.586 1.430  -0.684
H -4.370 -2.283 -0.050  0.396
H -2.837 -2.766 0.723  0.119
H -1.437 -2.771 -3.178  0.568
H 0.177 -2.547 -5.051  0.390
H 1.287 -0.393 -5.464  0.494
H 0.644 1.589 -4.141  0.422
H 0.524 4.038 -3.612  0.341
H 0.128 5.174 -5.763  0.445
H -2.073 5.005 -6.855  0.399
H -3.882 3.715 -5.809  0.439
H -3.482 2.520 -3.674  0.429
H 1.920 2.655 -2.236  0.602
H 3.347 3.533 -0.427  0.599
H 2.391 3.984 1.795  0.439
H -0.010 3.635 2.228  0.526
H -2.269 2.926 1.188  0.407
F 4.690 -4.686 -3.978  -0.310
C 4.151 -4.245 -2.837  0.316
C 3.007 -3.461 -2.871  -0.166
F 2.457 -3.113 -4.049  -0.270
C 2.423 -3.016 -1.699  -0.404
F 1.295 -2.271 -1.820  0.536
C 2.952 -3.292 -0.434  0.658
S 2.253 -2.832 1.080  -0.562
C 4.126 -4.071 -0.437  0.101
F 4.719 -4.359 0.725  -0.311
C 4.714 -4.548 -1.598  0.262
F 5.832 -5.277 -1.536  -0.289
O -3.638 2.525 -1.005  -0.673
C -2.463 2.431 -0.806  -0.040
N -1.776 2.773 0.318  0.237
C -2.738 -3.727 4.009  -1.653
C -1.697 -2.706 4.476  2.100
C -0.559 -3.435 5.201  -1.682
C -2.356 -1.673 5.397  -1.258
C -1.107 -2.021 3.328  1.063
C -0.553 -1.439 2.421  -2.288
H -3.138 -4.256 4.871  0.488
H -2.289 -4.456 3.339  0.365
H -3.561 -3.242 3.489  0.179
H -0.950 -4.020 6.031  0.438
H 0.173 -2.729 5.585  0.273
H -0.048 -4.104 4.513  0.398
H -2.816 -2.165 6.250  0.432
H -3.128 -1.122 4.863  0.183
H -1.623 -0.956 5.764  0.288